98
Properties=species:S:1:pos:R:3:lowdin_charge:R:1 method="wB97M-V/def2-TZVPD" gap_ev="5.537 / 5.440" spin_multiplicity=1 homo_ha="-0.475 / -0.474" total_charge=+2
Se -5.101 0.962 1.304 0.84
Co -0.664 -0.017 0.302 0.73
P 2.539 -0.039 -0.622 1.21
N 2.038 -2.842 -0.560 -0.03
N 2.778 1.421 1.778 -0.03
N -0.052 0.687 -1.367 0.06
N -2.314 0.581 0.618 0.00
N 0.737 0.768 1.352 0.06
N 0.345 -1.603 0.030 0.04
N 1.435 1.364 -2.813 -0.03
C 0.445 4.334 -6.022 -0.06
C 0.707 1.467 2.543 -0.12
C 0.014 2.461 -4.572 -0.19
C -2.194 1.446 -2.471 -0.20
C 3.466 4.081 6.131 -0.05
C -0.076 -2.913 0.068 -0.12
C -4.095 -3.921 1.011 -0.05
C -0.794 3.020 3.763 -0.01
C 3.168 3.869 3.756 -0.04
C 1.617 -1.582 -0.357 -0.40
C -1.931 3.264 4.515 -0.05
C 0.774 -5.943 0.714 -0.02
C -0.732 1.315 -2.387 -0.12
C -0.503 1.726 3.337 -0.18
C 1.250 0.713 -1.652 -0.40
C -1.458 -3.283 0.398 -0.18
C -4.381 0.436 -2.488 -0.08
C 2.812 2.872 6.325 -0.05
C 3.389 -3.252 -0.947 0.02
C 4.228 1.600 1.680 0.02
C -1.034 2.575 -6.734 -0.05
C -2.782 2.221 4.855 -0.06
C -3.412 -2.993 1.784 -0.06
C -2.096 -2.682 1.479 -0.05
C 2.714 1.570 -3.495 0.01
C 0.649 3.676 -4.819 -0.04
C 1.555 -7.162 -1.660 -0.05
C 1.092 -5.165 -0.397 -0.19
C 1.998 0.746 0.918 -0.41
C -4.953 1.685 -2.691 -0.07
C -2.484 0.926 4.456 -0.07
C 3.643 4.580 4.847 -0.06
C 0.852 -7.324 0.636 -0.05
C 1.479 -5.780 -1.586 -0.04
C 1.244 -7.933 -0.548 -0.05
C 2.516 2.652 3.949 -0.20
C -1.346 0.682 3.704 -0.06
C 1.987 1.893 2.802 -0.09
C -3.459 -4.537 -0.060 -0.05
C -0.834 1.914 -5.532 -0.02
C -4.148 2.811 -2.794 -0.05
C -2.146 -4.221 -0.369 -0.01
C -0.395 3.782 -6.979 -0.05
C -3.466 0.760 0.892 -0.87
C 0.987 -3.700 -0.305 -0.09
C -2.771 2.694 -2.689 -0.02
C 2.336 2.158 5.238 -0.02
C -3.004 0.317 -2.380 -0.06
C 0.203 1.759 -3.291 -0.09
H 1.305 -9.011 -0.606 0.12
H -3.670 2.416 5.441 0.12
H 4.621 1.749 2.681 0.11
H 4.464 2.468 1.068 0.11
H 2.520 1.669 -4.558 0.10
H 3.199 2.473 -3.132 0.11
H -1.542 -2.007 2.122 0.09
H -3.896 -2.529 2.633 0.11
H -3.990 -5.264 -0.659 0.12
H 3.837 4.637 6.981 0.12
H -1.334 0.974 -5.336 0.12
H 1.821 1.217 5.386 0.12
H 3.285 4.271 2.757 0.12
H 1.848 -7.637 -2.586 0.11
H -6.027 1.780 -2.779 0.12
H -2.153 4.272 4.838 0.12
H -0.139 3.839 3.491 0.12
H 4.141 5.529 4.697 0.11
H -5.005 -0.445 -2.424 0.11
H -4.592 3.783 -2.959 0.12
H 4.675 0.710 1.244 0.08
H -1.081 -0.336 3.449 0.09
H -2.557 -0.664 -2.259 0.11
H 2.674 2.485 7.326 0.12
H 3.583 -4.235 -0.528 0.11
H 0.467 -5.465 1.636 0.12
H 0.933 5.281 -6.208 0.11
H -1.689 2.146 -7.480 0.11
H 3.477 -3.300 -2.031 0.10
H -0.554 4.296 -7.918 0.12
H 0.609 -7.926 1.501 0.12
H -2.143 3.573 -2.767 0.13
H 1.285 4.122 -4.063 0.12
H 4.108 -2.541 -0.551 0.08
H -5.119 -4.174 1.249 0.12
H -3.128 0.106 4.747 0.11
H -1.659 -4.691 -1.214 0.12
H 3.359 0.712 -3.323 0.08
H 1.697 -5.181 -2.463 0.12